No. 1
{"formula": "C4H6O2", "method": "ωB97M-V/def2-TZVPD", "species": ["O", "C", "C", "C", "O", "C", "H", "H", "H", "H", "H", "H"], "xyz": [[-0.58806, 1.62597, 2.22095], [-0.67046, 0.83246, 1.34019], [0.41068, 0.46593, -0.01314], [0.53022, -0.98952, 0.13624], [-0.31838, -1.29933, -0.93142], [-0.41586, 0.08976, -1.25126], [-1.07685, -0.22483, 1.46323], [1.16866, 1.24025, 0.04619], [1.61710, -0.70273, -0.37077], [0.78043, -1.75498, 0.83562], [-1.44809, 0.42326, -1.24672], [0.01059, 0.29377, -2.22912]], "relative_energy_kj_mol": 449.5, "orbital_gap_ev": 9.426, "energy_ev": -8335.8027, "multiplicity": 1}

No. 2
{"formula": "C4H12S", "method": "ωB97M-V/def2-TZVPD", "species": ["C", "S", "C", "H", "H", "H", "H", "H", "H", "C", "C", "H", "H", "H", "H", "H", "H"], "xyz": [[1.12989, 2.84167, 2.07013], [2.43673, 2.92547, 0.84503], [1.65344, 2.43879, -0.66524], [0.16030, 2.68342, 1.59900], [1.48011, 2.03840, 2.72073], [0.95734, 3.69781, 2.72086], [2.29143, 1.81155, -1.30328], [1.39625, 3.27195, -1.31653], [0.83876, 1.70783, -0.60388], [-1.24483, -2.38012, -1.23557], [-1.77770, -3.51074, -0.32050], [-0.20690, -2.07408, -1.16636], [-1.36442, -2.61046, -2.29955], [-2.00543, -1.62953, -1.01296], [-2.78681, -3.27468, -0.00736], [-1.29290, -3.41061, 0.66186], [-1.66525, -4.52665, -0.68637]], "relative_energy_kj_mol": 85.2, "orbital_gap_ev": 9.289, "smiles": "CSC.CC", "energy_ev": -15176.8234, "multiplicity": 1}

No. 3
{"formula": "C33H68O4", "method": "ωB97M-V/def2-TZVPD", "species": ["C", "C", "C", "C", "C", "C", "C", "C", "C", "C", "C", "C", "C", "C", "C", "C", "C", "C", "C", "O", "C", "O", "O", "C", "O", "H", "H", "H", "H", "H", "H", "H", "H", "H", "H", "H", "H", "H", "H", "H", "H", "H", "H", "H", "H", "H", "H", "H", "H", "H", "H", "H", "H", "H", "H", "H", "H", "H", "H", "H", "H", "H", "H", "H", "H", "C", "C", "C", "C", "C", "C", "H", "H", "H", "H", "H", "H", "H", "H", "H", "H", "H", "H", "H", "H", "C", "C", "C", "C", "C", "C", "H", "H", "H", "H", "H", "H", "H", "H", "H", "H", "H", "H", "H", "H"], "xyz": [[-1.19386, -5.30946, 3.45806], [-0.52332, -3.90592, 3.47814], [-0.07167, -3.39515, 2.07330], [0.40665, -4.49917, 1.08898], [0.65358, -3.87153, -0.34212], [2.19791, -3.65509, -0.54533], [2.55482, -2.30513, -1.24051], [2.02781, -1.07037, -0.48309], [2.28065, 0.24884, -1.30112], [1.12660, 1.29645, -1.10613], [1.14904, 1.77488, 0.38095], [-0.24221, 1.93702, 1.06075], [-1.23933, 0.76398, 0.82480], [-2.53369, 1.06797, 1.65182], [-3.53542, -0.13503, 1.62657], [-4.51171, -0.05337, 0.38787], [-5.92338, 0.45934, 0.78567], [-7.06941, 0.02907, -0.17851], [-7.04942, -1.45686, -0.61192], [-6.22429, -1.83864, -1.73202], [-6.00628, -3.18780, -1.54554], [-5.80442, -3.97633, -2.34840], [-6.01524, -3.45780, -0.18039], [-7.00894, -2.61343, 0.42245], [-6.70907, -2.34068, 1.75079], [-1.67405, -5.58494, 4.41340], [-1.96084, -5.40192, 2.66088], [-0.42317, -6.07276, 3.21614], [0.31718, -3.91891, 4.19774], [-1.28028, -3.19087, 3.86247], [-0.88125, -2.82357, 1.57237], [0.78096, -2.69926, 2.24385], [1.33077, -4.96768, 1.47646], [-0.33811, -5.30420, 0.93178], [0.30860, -4.61354, -1.08773], [0.05291, -2.95608, -0.48034], [2.72948, -3.71265, 0.42889], [2.55146, -4.50828, -1.16293], [2.16310, -2.34474, -2.27931], [3.66171, -2.25221, -1.33840], [2.51107, -0.94720, 0.51164], [0.93838, -1.10751, -0.27364], [3.26156, 0.69502, -1.02859], [2.32248, -0.05569, -2.37045], [0.20070, 0.77849, -1.41322], [1.32618, 2.10859, -1.83258], [1.84664, 1.16030, 0.98386], [1.61063, 2.78960, 0.37013], [-0.75292, 2.89511, 0.83522], [-0.04943, 1.96132, 2.15974], [-1.55802, 0.83305, -0.23850], [-0.81086, -0.23081, 1.06152], [-3.00972, 1.94139, 1.15166], [-2.26595, 1.37712, 2.68015], [-4.17524, -0.12651, 2.53205], [-2.96916, -1.08537, 1.56151], [-4.09937, 0.67267, -0.34633], [-4.50232, -1.05070, -0.08494], [-6.14006, 0.13252, 1.81993], [-5.93499, 1.57177, 0.81542], [-6.93222, 0.61838, -1.11191], [-8.07666, 0.24027, 0.23049], [-8.07028, -1.58347, -1.05115], [-7.99050, -3.13799, 0.41940], [-7.39620, -2.70140, 2.32543], [-4.19667, 8.38254, 0.86832], [-2.74360, 8.35557, 0.40762], [-2.29526, 6.98646, -0.10294], [-2.33739, 5.86136, 0.93348], [-1.50816, 6.10410, 2.19453], [-0.01589, 6.24297, 1.91842], [-4.36615, 7.71021, 1.71127], [-4.47331, 9.38859, 1.19024], [-4.86816, 8.09313, 0.05657], [-2.09397, 8.69130, 1.22099], [-2.62081, 9.08213, -0.40099], [-1.28088, 7.07525, -0.50337], [-2.92740, 6.69885, -0.94961], [-1.99175, 4.93882, 0.45420], [-3.37535, 5.67493, 1.22649], [-1.65724, 5.25965, 2.87438], [-1.86777, 6.99061, 2.72509], [0.37551, 5.34747, 1.42947], [0.52816, 6.38214, 2.85463], [0.19924, 7.10432, 1.28269], [8.60805, -4.42197, -4.00130], [9.12761, -3.25482, -3.16932], [8.27966, -2.96935, -1.93008], [6.83297, -2.55874, -2.21373], [6.66769, -1.32460, -3.09943], [7.25677, -0.05824, -2.48824], [7.60969, -4.22459, -4.39572], [9.26730, -4.60326, -4.85269], [8.56844, -5.33736, -3.40632], [9.20138, -2.36122, -3.79568], [10.14660, -3.48486, -2.84425], [8.77072, -2.18978, -1.33983], [8.26642, -3.86179, -1.29567], [6.33193, -2.37742, -1.25639], [6.30068, -3.39627, -2.67536], [5.59888, -1.16253, -3.26985], [7.11120, -1.49844, -4.08420], [6.79471, 0.16056, -1.52278], [7.08313, 0.79547, -3.14621], [8.33541, -0.14432, -2.34161]], "orbital_gap_ev": 10.638, "smiles": "CCCCCCCCCCCCCCCCCC[C@H]1OC(=O)O[C@H]1O.CCCCCC.CCCCCC", "energy_ev": -43513.6319, "multiplicity": 1}

No. 4
{"formula": "C4H15NO3", "method": "ωB97M-V/def2-TZVPD", "species": ["N", "C", "C", "C", "C", "O", "H", "H", "H", "H", "H", "H", "H", "H", "H", "H", "H", "O", "H", "H", "O", "H", "H"], "xyz": [[0.41511, -0.96642, -1.45966], [-0.13490, 0.40979, -1.53414], [0.66884, 1.50047, -0.85916], [1.22514, 1.16464, 0.54727], [0.08706, 1.01385, 1.59634], [-0.63910, 2.21217, 1.80842], [0.55512, -1.11168, -0.46095], [1.38034, -0.85385, -1.76388], [-0.25482, 0.72641, -2.57042], [-1.13743, 0.41349, -1.10486], [0.02986, 2.38358, -0.81395], [1.57386, 1.72659, -1.43263], [1.91175, 1.95419, 0.86133], [1.81550, 0.25285, 0.51681], [0.44540, 0.54908, 2.50816], [-0.63363, 0.32017, 1.15221], [-0.75075, 2.70152, 0.99280], [-2.14523, -2.03811, -1.25209], [-2.51417, -2.56869, -1.95665], [-1.18326, -2.04604, -1.48162], [0.75736, -2.27235, 1.30348], [0.91991, -3.02549, 1.90070], [-0.00441, -2.55821, 0.80804]], "relative_energy_kj_mol": 65.3, "orbital_gap_ev": 10.521, "smiles": "NCCCCO.O.O", "energy_ev": -12023.5418, "multiplicity": 1}